[1]
The following is a DFT calculation (ωB97M-V/def2-TZVPD) of the molecule C21H20N4O4S.

XYZ file:
```
50
Properties=species:S:1:pos:R:3:forces:R:3
C 3.7908 -1.4003 -3.6325 -0.1 -0.1 0.3
H 3.1552 -1.9024 -4.3571 0.0 0.0 -0.1
H 4.6914 -1.9950 -3.4966 0.1 -0.1 0.0
H 4.0742 -0.4319 -4.0385 0.0 0.1 -0.1
C 3.0460 -1.2262 -2.3125 0.1 0.3 -0.1
C 1.7721 -0.4127 -2.5145 0.1 -0.3 0.1
H 1.1453 -0.8732 -3.2732 -0.1 0.0 -0.1
H 1.1852 -0.3569 -1.6015 -0.1 0.1 0.1
H 2.0132 0.5996 -2.8315 0.0 0.2 -0.1
H 2.7777 -2.2154 -1.9249 0.0 0.0 0.0
C 3.9726 -0.5437 -1.2883 -0.1 -0.3 -0.3
C 3.3311 -0.4245 0.0365 -0.2 -0.7 0.6
N 3.0828 0.6725 0.6259 0.5 1.1 -0.8
N 2.4594 0.5070 1.8006 -0.4 -0.8 0.5
C 2.1960 -0.7848 2.1533 -0.1 0.0 0.2
N 1.5426 -1.1532 3.2038 0.2 -0.7 -0.1
C 1.0494 -0.1604 3.9836 0.2 0.5 -0.1
C 1.3001 1.1579 3.7519 -0.1 -0.2 0.3
C 2.0617 1.6072 2.6197 0.1 0.2 -0.1
O 2.3485 2.7366 2.3112 0.0 0.1 0.0
H 0.8922 1.9212 4.3943 -0.1 0.1 0.0
C 0.0778 -0.6003 5.0520 0.2 0.0 0.1
O -1.1779 0.0293 4.8662 -0.3 0.1 0.0
C -1.6791 0.0280 3.5892 -0.2 0.1 -0.3
C -2.5166 1.0848 3.2387 0.2 -0.2 0.2
C -2.9814 1.2058 1.9464 0.1 -0.1 -0.2
C -2.6104 0.2819 0.9711 0.2 -0.1 0.4
C -1.8388 -0.8137 1.3397 -0.1 0.0 -0.2
C -1.3860 -0.9439 2.6384 -0.1 0.1 0.4
H -0.7876 -1.8032 2.8942 0.1 0.0 0.0
H -1.5763 -1.5555 0.6049 0.0 0.0 0.0
N -3.0356 0.4861 -0.3481 -0.3 0.2 -0.2
C -2.4523 -0.0086 -1.4815 0.0 0.1 0.0
O -1.4966 -0.7564 -1.4959 0.0 0.0 -0.1
C -3.1102 0.4588 -2.7192 -0.8 0.5 0.1
C -4.2602 1.1754 -2.9595 0.7 -0.4 0.3
C -4.3710 1.2847 -4.3603 0.4 -0.2 -0.4
C -3.2861 0.6315 -4.8692 -0.8 0.5 -0.2
O -2.5303 0.1337 -3.8923 0.5 -0.3 0.3
H -2.9630 0.4657 -5.8781 0.1 -0.1 -0.1
H -5.1461 1.7779 -4.9096 -0.1 0.1 -0.2
H -4.9541 1.5678 -2.2432 -0.1 0.0 0.2
H -3.7400 1.1995 -0.4630 0.1 -0.1 -0.1
H -3.6139 2.0414 1.6817 0.0 0.1 0.0
H -2.7734 1.8149 3.9895 0.0 0.1 0.1
H -0.0089 -1.6929 5.0364 0.0 0.1 0.0
H 0.4097 -0.2810 6.0434 0.0 -0.1 -0.1
S 2.8007 -1.8614 0.9354 0.1 0.4 -0.2
H 4.8887 -1.1314 -1.1887 0.1 0.1 0.0
H 4.2316 0.4601 -1.6282 0.0 0.0 0.0
```
Forces are in eV/Å.

Output
Energy above the lowest of the compared OMol25 structures with the same formula, charge and spin ... 276.9 kJ/mol
SMILES ... CC(C)Cc1nn2c(=O)cc(COc3ccc(NC(=O)c4ccco4)cc3)nc2s1
Molecular weight ... 424.48 g mol⁻¹
E ... -47086.8388 eV
Total charge ... 0
Multiplicity ... 1
Gap between HOMO and LUMO ... 8.3 eV

---

[2]
The following is a DFT calculation (ωB97M-V/def2-TZVPD) of a structure of composition C21H21AgAsF6N5O5S.

XYZ file:
```
61
Properties=species:S:1:pos:R:3:forces:R:3
Ag -0.3243 -0.0215 -0.2177 -0.3 -0.1 0.4
O -1.9172 -3.2939 1.1838 0.0 0.0 0.0
S -1.0262 -3.2696 0.0385 0.0 0.0 0.0
O -0.4085 -4.5307 -0.3040 -0.1 0.0 0.0
N 0.0826 -2.1052 0.1551 0.1 -0.1 0.1
C 1.1958 -2.3087 0.9653 -0.1 0.2 -0.2
C 1.5658 -3.4732 1.6037 0.1 -0.1 0.1
C 2.7555 -3.5421 2.3569 0.0 0.0 0.0
C 3.5949 -2.4743 2.4953 0.0 0.0 0.0
C 3.2415 -1.2513 1.8792 0.1 0.0 0.1
C 4.0224 -0.0758 1.9807 0.0 -0.1 0.0
C 3.6111 1.0821 1.3918 -0.1 0.0 -0.1
C 2.3886 1.0852 0.6905 0.1 0.0 0.1
N 1.6642 0.0049 0.5847 0.1 0.1 -0.2
C 2.0497 -1.1730 1.1407 0.0 0.0 0.0
C -1.9724 -2.7232 -1.3492 -0.1 -0.1 0.0
C -1.3319 -2.3296 -2.5136 0.0 0.0 0.0
C -2.0962 -1.9498 -3.6072 0.0 0.0 0.0
C -3.4799 -1.9954 -3.5363 0.0 0.0 0.0
C -4.1112 -2.4103 -2.3712 0.0 0.0 0.1
C -3.3574 -2.7721 -1.2662 0.0 0.0 -0.1
H 0.9566 -4.3584 1.5149 0.0 0.0 0.0
H 2.9995 -4.4845 2.8308 0.0 0.0 0.0
H 4.5103 -2.5403 3.0680 0.0 0.0 0.0
H 4.9500 -0.1149 2.5389 0.0 0.0 0.0
H 4.1902 1.9915 1.4542 0.0 0.0 0.0
H 2.0032 1.9727 0.2064 0.0 0.0 0.0
H -0.2527 -2.2753 -2.5528 0.0 0.0 0.0
H -1.5970 -1.5883 -4.4957 0.0 0.0 0.0
H -4.0716 -1.6944 -4.3913 0.0 0.0 0.0
H -5.1925 -2.4355 -2.3182 0.0 0.0 0.0
H -3.8242 -3.0760 -0.3407 0.0 0.0 0.0
O -0.6166 1.6201 2.0243 0.0 0.0 0.1
N -0.9031 2.4294 1.1363 0.0 -0.1 -0.2
O -1.3827 3.5262 1.3579 -0.1 0.2 0.1
O -0.6857 2.1022 -0.0974 0.1 0.0 0.1
F -0.5820 0.6268 -2.7904 0.2 0.0 -0.1
As 1.0423 0.6815 -3.4828 -0.1 0.0 0.4
F 0.6295 2.1123 -4.3580 0.1 -0.1 0.0
F 2.6580 0.7021 -4.0984 -0.1 0.0 0.0
F 0.5018 -0.3171 -4.7983 0.1 0.0 0.1
F 1.4069 -0.7567 -2.5413 0.0 0.1 -0.2
F 1.5327 1.6389 -2.1033 0.0 0.0 -0.2
N -2.5017 -0.1452 0.3870 -0.1 0.0 -0.2
C -3.1386 -0.2777 1.3397 0.1 0.0 -0.1
N -3.8657 -0.4273 2.4241 0.0 0.0 0.0
C -4.6150 0.7362 2.9055 0.0 0.0 0.1
C -6.0231 0.7425 2.3265 0.0 0.0 -0.1
C -6.7231 -0.5871 2.6007 0.0 0.0 0.0
C -5.8982 -1.7614 2.0777 0.0 -0.1 0.0
C -4.4882 -1.7356 2.6514 0.0 -0.1 0.1
H -4.0492 1.6327 2.6563 0.0 0.0 0.0
H -4.6512 0.6561 3.9971 0.0 0.0 0.0
H -5.9591 0.9080 1.2465 0.0 0.0 0.0
H -6.5886 1.5772 2.7451 0.0 0.0 0.0
H -7.7190 -0.5915 2.1532 0.0 0.0 0.0
H -6.8652 -0.7023 3.6817 0.0 0.0 0.0
H -5.8383 -1.7146 0.9855 0.0 0.0 0.0
H -6.3736 -2.7113 2.3317 0.0 0.0 0.0
H -3.8384 -2.4946 2.2173 0.0 0.0 0.0
H -4.5114 -1.8885 3.7351 0.0 0.0 0.0
```
Forces are in eV/Å.

Output
Energy above the lowest of the compared OMol25 structures with the same formula, charge and spin ... 38.2 kJ/mol
Molecular weight ... 752.27 g mol⁻¹
E ... -131786.0994 eV
Total charge ... -1
Multiplicity ... 2
Gap between HOMO and LUMO (spin up / spin down) ... 7.9 / 6.2 eV

---

[3]
The following is a DFT calculation (ωB97M-V/def2-TZVPD) of a structure of composition C21H21AsN4O2S5Tc.

XYZ file:
```
55
Properties=species:S:1:pos:R:3:forces:R:3
Tc 0.8276 0.4614 1.0259 -2.0 -0.7 -0.4
O 1.7094 -1.4975 0.8818 -0.1 0.0 0.0
C 1.7444 -2.1094 -0.4270 -0.5 0.0 -0.2
C 2.1899 -1.0009 -1.3019 0.9 -0.4 -0.1
C 2.8506 -1.2209 -2.5096 -0.2 0.1 0.7
C 3.2592 -0.1021 -3.1943 0.5 -0.2 -1.9
C 2.9779 1.1678 -2.7046 0.5 0.9 -1.0
C 2.3388 1.2951 -1.5170 -0.3 0.7 1.4
N 1.9839 0.2163 -0.7914 -0.5 0.1 -0.4
H 1.3726 -2.1009 1.5546 0.0 -0.3 0.2
H 0.7510 -2.4418 -0.7733 0.2 0.0 0.4
H 2.4174 -2.9525 -0.3695 0.3 -0.2 -0.2
H 3.0863 -2.2305 -2.8422 -0.2 0.2 0.0
H 3.7587 -0.2347 -4.1862 -0.3 0.3 1.1
H 3.2637 2.0869 -3.2448 -0.1 -0.7 0.3
H 2.0762 2.2678 -1.0651 0.4 -0.7 -0.5
S -2.6398 -2.5918 0.3543 -0.7 -0.3 0.4
C -2.4691 -1.8167 -1.1795 -0.1 -0.7 0.2
C -3.1462 -2.2247 -2.3353 1.3 1.3 -0.9
C -2.7249 -1.5689 -3.5006 -0.4 -0.7 0.2
C -1.6709 -0.6378 -3.4749 0.0 -0.1 0.4
C -0.9647 -0.3157 -2.3111 -0.9 -0.1 -0.3
C -1.4207 -0.8812 -1.1106 0.4 -0.4 -0.5
N -0.8613 -0.7751 0.1914 0.1 0.8 -1.3
C -1.4670 -1.5824 1.0154 -0.1 0.0 1.0
C -1.0395 -1.5338 2.4074 0.5 0.3 -0.3
C -1.6528 -2.2021 3.4578 0.6 0.3 0.2
C -1.0794 -2.2174 4.7123 1.2 0.8 -0.8
C 0.1504 -1.5865 4.9323 -0.8 0.1 -1.1
C 0.7217 -0.8400 3.9072 0.2 -0.1 -0.6
C 0.1044 -0.7642 2.6407 0.5 0.1 1.1
H -3.8799 -3.0123 -2.3923 -0.1 0.0 0.3
H -3.1809 -1.8615 -4.4620 0.3 0.4 0.6
H -1.4114 -0.1829 -4.4159 0.3 0.1 -0.1
H -0.1277 0.3628 -2.3383 0.0 0.1 -0.1
H -2.5794 -2.6798 3.2913 -0.9 -0.7 -0.1
H -1.5273 -2.7429 5.4889 -0.8 -0.8 1.2
H 0.6589 -1.6267 5.8653 0.2 -0.2 0.7
H 1.6927 -0.3850 4.1121 -0.4 -0.2 -0.2
S -0.0786 2.8886 5.9910 -0.3 0.3 0.7
As 0.5347 2.2311 4.2583 -0.5 -0.1 -1.2
S 2.6370 1.0886 1.9222 0.7 0.8 1.0
S -0.5251 1.9748 2.4057 0.3 -0.3 0.6
S 2.6147 1.9713 3.8497 1.0 -0.2 -0.8
C 0.0134 3.7555 -2.0232 1.2 -0.5 0.9
N -1.2329 3.3636 -1.3335 0.8 -0.1 -0.5
C -1.1774 2.3342 -0.4813 -1.0 1.7 -0.6
N -2.3087 1.9658 0.1577 -0.2 0.4 -0.5
O -0.0203 1.8173 -0.2494 -0.3 -0.1 -0.1
H -0.0859 4.5940 -2.7019 -0.5 0.1 0.1
H 0.4294 2.8930 -2.5745 -0.4 0.4 0.0
H 0.7812 3.9972 -1.2422 -0.7 0.1 -0.7
H -2.0965 3.8452 -1.6068 0.4 -0.6 0.4
H -3.2273 2.3448 -0.1034 0.8 0.1 0.0
H -2.3504 0.9974 0.3403 -0.1 -1.1 0.6
```
Forces are in eV/Å.

Output
Energy above the lowest of the compared OMol25 structures with the same formula, charge and spin ... 0.0 kJ/mol
Molecular weight ... 694.68 g mol⁻¹
E ... -149361.8382 eV
Total charge ... +3
Multiplicity ... 1
Gap between HOMO and LUMO ... 5.8 eV

---

[4]
The following is a DFT calculation (ωB97M-V/def2-TZVPD) of a structure of composition C21H21AuN3O2Te.

XYZ file:
```
49
Properties=species:S:1:pos:R:3:forces:R:3
Au -0.8706 1.1303 -2.3558 0.1 -0.1 0.0
N 2.4861 2.9329 -0.8982 0.0 0.0 0.0
C 1.2737 2.5670 -1.2690 0.0 0.0 0.0
O 1.1087 1.4462 -1.8286 -0.1 0.1 0.0
C 0.0810 3.4283 -1.0072 0.0 0.0 0.0
C -0.9864 3.1382 -2.0686 0.0 0.0 0.1
H 3.2690 2.3205 -1.0699 0.0 0.0 0.0
H 2.6529 3.8255 -0.4656 0.0 0.0 0.0
H 0.3393 4.4869 -0.9450 0.0 0.0 0.0
H -0.2913 3.1165 -0.0244 0.0 0.0 0.0
H -0.7738 3.6259 -3.0193 0.0 0.0 0.0
H -1.9740 3.4365 -1.7283 0.0 0.0 0.0
O -4.1261 2.7156 -3.6997 -0.1 -0.1 0.2
C -3.4429 1.8776 -3.2664 0.1 0.2 -0.3
N -2.7698 0.9553 -2.8532 -0.1 0.0 0.1
C -0.3050 -3.7490 -2.7685 0.0 0.0 0.0
C 0.7954 -2.9188 -2.6258 0.0 0.0 0.0
C 0.5943 -1.5571 -2.5351 0.0 0.0 0.0
N -0.6296 -1.0139 -2.5898 0.0 0.0 0.0
C -1.6949 -1.8132 -2.7233 0.0 0.0 0.0
C -1.5692 -3.1858 -2.8150 0.0 0.0 0.0
H -0.1785 -4.8211 -2.8389 0.0 0.0 0.0
H 1.7994 -3.3142 -2.5781 0.0 0.0 0.0
H 1.4213 -0.8723 -2.4142 0.0 0.0 0.0
H -2.6543 -1.3176 -2.7661 0.0 0.0 0.0
H -2.4549 -3.7945 -2.9250 0.0 0.0 0.0
Te -1.3683 0.0608 0.9341 0.0 0.0 0.0
C -0.8030 0.8131 2.8213 0.0 0.0 0.0
C 0.2451 1.7204 2.9401 0.0 0.0 0.0
C 0.6156 2.1973 4.1885 0.0 0.0 0.0
C -0.0682 1.7769 5.3209 0.0 0.0 0.0
C -1.1186 0.8784 5.2041 0.0 0.0 0.0
C -1.4874 0.3939 3.9567 0.0 0.0 0.0
C 0.1551 -1.3989 0.8048 0.0 0.0 0.0
C -0.1853 -2.7460 0.8426 0.0 0.0 0.0
C 0.8077 -3.7164 0.7770 0.0 0.0 0.0
C 2.1406 -3.3449 0.6853 0.0 0.0 0.0
C 2.4832 -1.9991 0.6486 0.0 0.0 0.0
C 1.4932 -1.0294 0.6987 0.0 0.1 0.0
H 0.7803 2.0503 2.0562 0.0 0.0 0.0
H 1.4346 2.8990 4.2786 0.0 0.0 0.0
H 0.2175 2.1513 6.2947 0.0 0.0 0.0
H -1.6533 0.5505 6.0856 0.0 0.0 0.0
H -2.3042 -0.3106 3.8704 0.0 0.0 0.0
H -1.2226 -3.0410 0.9403 0.0 0.0 0.0
H 0.5369 -4.7637 0.8172 0.0 0.0 0.0
H 2.9137 -4.1015 0.6528 0.0 0.0 0.0
H 3.5239 -1.7068 0.5879 0.0 0.0 0.0
H 1.7635 0.0208 0.6727 0.0 0.0 0.0
```
Forces are in eV/Å.

Output
Energy above the lowest of the compared OMol25 structures with the same formula, charge and spin ... 0.0 kJ/mol
Molecular weight ... 671.99 g mol⁻¹
E ... -41662.4690 eV
Total charge ... +1
Multiplicity ... 1
Gap between HOMO and LUMO ... 7.4 eV

---

[5]
The following is a DFT calculation (ωB97M-V/def2-TZVPD) of a structure of composition C21H21Cl3CsGeN4O3.

XYZ file:
```
54
Properties=species:S:1:pos:R:3:forces:R:3
Cs -0.4982 0.5439 1.3252 0.3 0.4 -0.1
O -3.1713 1.3128 0.6583 0.1 0.0 -0.2
C -4.0986 1.0378 -0.1744 0.1 -0.3 0.1
C -5.2519 1.8728 -0.2751 -0.1 0.1 -0.1
C -6.2963 1.5938 -1.1235 0.0 0.0 0.0
C -6.2789 0.4554 -1.9344 0.0 0.0 0.0
C -5.1797 -0.3785 -1.8525 0.0 0.0 0.0
C -4.0843 -0.1363 -1.0118 -0.1 0.0 0.0
C -3.0245 -1.1427 -1.0971 0.1 0.1 0.1
N -1.8436 -1.1263 -0.6019 -0.2 -0.5 -0.2
N -1.0851 -2.2274 -1.0417 0.1 0.2 0.0
C 0.0142 -2.4578 -0.3610 0.1 -0.5 0.0
O 0.4545 -1.9813 0.7242 0.0 0.2 -0.1
C 0.8898 -3.5310 -0.9983 -0.1 0.0 -0.1
C 2.1089 -3.8448 -0.4046 0.0 0.0 0.0
C 2.9434 -4.8093 -0.9543 0.0 0.0 0.0
C 2.5685 -5.4822 -2.1091 0.0 0.0 0.0
C 1.3530 -5.1751 -2.7101 0.0 0.0 0.0
C 0.5244 -4.2077 -2.1614 0.0 0.0 0.0
H -5.2717 2.7597 0.3483 0.0 0.0 0.0
H -7.1472 2.2681 -1.1517 0.0 0.0 0.0
H -7.0975 0.2307 -2.6076 0.0 0.0 0.0
H -5.1476 -1.2720 -2.4707 0.0 0.0 0.0
H -3.2877 -2.0131 -1.7097 0.0 0.0 -0.1
H 2.3763 -3.3086 0.4969 0.0 0.0 0.0
H 3.8887 -5.0398 -0.4752 0.0 0.0 0.0
H 3.2178 -6.2363 -2.5395 0.0 0.0 0.0
H 1.0504 -5.6925 -3.6139 0.0 0.0 0.0
H -0.4217 -3.9492 -2.6174 0.0 0.0 0.0
Cl -0.9175 3.8909 1.0770 -0.1 -0.2 0.0
Ge -2.7472 3.1081 2.4307 0.4 0.6 0.0
Cl -3.9103 5.0328 1.9935 -0.3 0.0 0.0
Cl -1.5288 4.0524 4.3997 0.0 0.1 0.2
N 1.8318 3.5477 -1.6449 0.1 0.0 0.0
H 1.7552 4.3412 -1.0155 0.0 0.0 0.0
H 2.2635 2.8198 -1.0803 -0.1 0.0 0.1
H 0.8732 3.2337 -1.7651 0.0 0.0 0.0
C 3.4552 -0.1664 -0.7596 0.0 0.0 0.0
C 3.6716 0.6636 0.4497 -0.1 0.0 0.0
C 4.7974 0.6324 1.3542 0.1 0.0 0.1
C 4.5044 1.5269 2.3386 0.1 -0.1 0.0
C 3.2076 2.0782 2.0014 -0.1 0.1 -0.1
C 2.4144 3.0577 2.7790 0.0 0.0 0.0
N 2.7506 1.5529 0.8553 -0.1 -0.1 0.0
H 4.2574 -0.8883 -0.9060 0.0 0.0 0.0
H 3.3789 0.4687 -1.6464 0.0 0.0 0.0
H 2.5081 -0.7063 -0.6665 0.0 0.0 0.0
H 5.6683 0.0033 1.2526 0.0 0.0 0.0
H 5.0867 1.7832 3.2104 0.0 0.0 0.0
H 3.0539 3.7398 3.3407 0.0 0.0 0.0
H 1.7767 2.5449 3.5084 0.0 0.0 0.0
H 1.7355 3.6140 2.1326 0.0 0.0 0.0
O -1.5082 0.7612 4.1900 -0.1 -0.2 0.3
C -0.5824 1.2443 4.6144 0.1 -0.1 0.2
```
Forces are in eV/Å.

Output
Energy above the lowest of the compared OMol25 structures with the same formula, charge and spin ... 47.2 kJ/mol
Molecular weight ... 689.30 g mol⁻¹
E ... -128856.5901 eV
Total charge ... -2
Multiplicity ... 2
Gap between HOMO and LUMO (spin up / spin down) ... 5.4 / 4.2 eV

---

[6]
The following is a DFT calculation (ωB97M-V/def2-TZVPD) of a cluster of 5 separate species, C21H21Cl3N4 in total.

XYZ file:
```
49
Properties=species:S:1:pos:R:3:forces:R:3
N -1.5130 -5.1787 3.2000 0.9 0.8 0.0
C -0.5809 -4.2452 2.7818 -1.5 -1.1 -0.6
C -0.3630 -3.9633 1.4251 -0.7 -0.9 0.7
C -1.1414 -4.7006 0.5172 1.5 0.4 0.0
C -1.9762 -5.6827 0.9425 -1.2 -1.4 0.9
C -2.1958 -5.9144 2.3236 2.1 1.4 -0.7
H -0.0356 -3.7945 3.5978 0.1 0.2 -0.1
H 0.4340 -3.3511 1.0298 0.0 0.3 0.3
H -0.8809 -4.6326 -0.5287 -0.3 0.1 -0.2
H -2.3843 -6.3807 0.2267 -0.3 0.1 -0.1
H -2.7083 -6.7664 2.7453 -0.5 0.1 -0.2
N -0.8574 6.1034 2.1025 0.0 -0.8 2.2
C -1.3571 4.8340 2.1356 -0.5 2.8 1.0
C -2.4497 4.5711 2.9588 0.7 -2.8 -1.4
C -2.9376 5.3896 3.9051 -0.1 2.1 0.4
C -2.3264 6.6417 4.0399 1.8 0.0 -0.8
C -1.2353 6.9482 3.1509 -1.1 -2.2 -1.4
H -0.8711 4.0261 1.6088 -0.1 0.3 -0.7
H -2.8615 3.5807 2.8325 -0.2 -0.2 0.3
H -3.7737 5.1033 4.5258 0.0 0.0 0.0
H -2.6246 7.2788 4.8594 0.2 0.3 -0.1
H -0.5592 7.7903 3.1404 -0.6 0.6 0.5
N 2.0491 -2.6061 -3.8693 0.4 0.5 -0.2
C 1.7128 -3.5055 -4.8054 0.5 0.3 1.2
C 0.5358 -4.2142 -4.7765 1.2 0.6 0.3
C -0.3351 -3.9246 -3.7358 -0.4 -0.5 0.4
C -0.0451 -2.9655 -2.7451 1.6 0.4 -1.4
C 1.2175 -2.2908 -2.8855 -1.4 -2.1 -0.3
H 2.5209 -3.8095 -5.4542 0.0 0.3 -0.4
H 0.5229 -5.0437 -5.4680 -0.9 -0.1 0.0
H -1.1577 -4.6241 -3.7152 -0.6 0.4 0.6
H -0.6680 -2.7066 -1.9017 -0.2 -0.3 -0.1
H 1.6039 -1.6792 -2.0836 -0.1 0.4 -0.1
N 1.3285 2.3911 -1.5399 1.7 -0.8 -0.2
C 1.6452 3.6691 -1.8119 -0.5 -1.3 -0.3
C 2.9385 4.0836 -1.9917 1.5 -0.4 0.7
C 3.9859 3.1320 -1.8861 -0.4 1.9 -0.1
C 3.7012 1.8167 -1.6778 -0.1 -0.2 0.1
C 2.3790 1.5046 -1.4945 -2.4 0.6 0.1
H 0.7984 4.3174 -1.9820 0.0 0.3 0.3
H 3.1397 5.1435 -2.0437 0.2 0.0 -0.4
H 5.0216 3.4375 -1.9090 0.0 0.2 -0.2
H 4.4944 1.0866 -1.6126 -0.1 -0.2 0.0
H 2.0581 0.4939 -1.2897 0.2 -0.1 -0.1
C -0.9460 -0.3453 1.3943 0.2 0.1 -0.3
Cl -0.4170 -0.6629 3.0182 -0.3 0.0 0.8
Cl 0.5270 -0.4691 0.3897 -0.7 0.3 -0.2
Cl -1.7813 1.2426 1.2862 0.5 -0.8 -0.2
H -1.6311 -1.1286 1.0697 0.1 0.3 0.1
```
Forces are in eV/Å.

Output
Energy above the lowest of the compared OMol25 structures with the same formula, charge and spin ... 204.1 kJ/mol
SMILES ... ClC(Cl)Cl.c1ccncc1.c1ccncc1.c1ccncc1.c1ccncc1
Molecular weight ... 435.79 g mol⁻¹
E ... -65642.5312 eV
Total charge ... 0
Multiplicity ... 1
Gap between HOMO and LUMO ... 10.0 eV